{"formula": "C2H3Br6Ca2F2O3PRb", "method": "ωB97M-V/def2-TZVPD", "species": ["Rb", "Ca", "Ca", "O", "H", "O", "P", "O", "F", "F", "C", "Br", "Br", "Br", "H", "C", "Br", "Br", "Br", "H"], "xyz": [[-1.333, -3.324, -15.276], [-1.754, 0.262, -19.146], [-3.759, 0.145, -16.210], [-1.675, -0.530, -16.992], [-0.825, -0.489, -16.512], [-4.441, -1.636, -17.260], [-3.839, -2.470, -18.356], [-2.861, -1.763, -19.231], [-4.722, -3.496, -19.295], [-2.973, -3.581, -17.591], [-7.284, -5.245, -19.990], [-7.245, -7.190, -20.459], [-8.942, -4.760, -19.147], [-6.951, -4.100, -21.681], [-6.476, -5.082, -19.276], [-2.888, -4.089, -22.226], [-3.036, -3.239, -24.066], [-1.113, -3.981, -21.580], [-3.647, -5.894, -22.065], [-3.520, -3.496, -21.566]], "lowdin_charge": [1.01, 1.72, 1.70, -0.69, 0.00, -0.46, 0.37, -0.45, -0.11, -0.19, -1.50, 0.56, 0.60, 0.47, -0.06, -1.59, 0.55, 0.58, 0.58, -0.09], "largest_force_ev_per_a": 4.53, "total_energy_ha": -17667.45566, "e_lumo_ha": -0.461, "relative_energy_ev": 2.236, "charge": 3, "mol_weight_da": 789.06, "homo_energy_ha": -0.5719}



{"formula": "C5H6ClNO", "method": "ωB97M-V/def2-TZVPD", "species": ["C", "C", "C", "Cl", "C", "O", "C", "N", "H", "H", "H", "H", "H", "H"], "xyz": [[-0.407, -1.451, -1.131], [-0.277, -0.793, 0.301], [1.013, -0.047, 0.427], [2.149, -0.478, 1.658], [-0.177, 0.729, 0.366], [-0.727, 1.344, 1.604], [-0.282, 1.720, -0.689], [-0.888, 2.516, -1.418], [0.146, -2.279, -1.160], [-0.106, -0.453, -1.688], [-1.455, -1.491, -1.185], [-0.868, -1.043, 1.356], [1.642, 0.201, -0.531], [0.237, 1.524, 2.090]], "lowdin_charge": [0.01, -0.20, -0.72, 0.67, -0.53, -0.05, -0.10, 0.17, 0.03, 0.12, 0.06, 0.22, 0.15, 0.17], "largest_force_ev_per_a": 8.92, "total_energy_ha": -784.15080, "e_lumo_ha": 0.017, "relative_energy_ev": 4.652, "mol_weight_da": 131.56, "homo_energy_ha": -0.3894}



{"formula": "C17H32I2O7S2", "method": "ωB97M-V/def2-TZVPD", "species": ["C", "C", "O", "O", "C", "C", "C", "C", "C", "S", "O", "O", "O", "C", "C", "C", "I", "C", "C", "C", "I", "H", "H", "H", "H", "H", "H", "H", "H", "H", "H", "H", "H", "H", "H", "H", "H", "H", "H", "H", "H", "H", "H", "H", "H", "O", "S", "O", "C", "C", "C", "C", "H", "H", "H", "H", "H", "H", "H", "H"], "xyz": [[3.103, -4.053, -0.037], [2.017, -3.793, -1.204], [2.399, -4.071, -2.346], [0.749, -3.400, -0.785], [0.262, -2.108, -1.174], [-1.132, -2.385, -1.983], [-2.111, -3.421, -1.302], [-3.395, -2.784, -0.572], [-4.129, -1.636, -1.398], [-4.018, 0.017, -0.518], [-4.140, -0.116, 0.973], [-5.150, 0.913, -0.969], [-2.598, 0.813, -0.876], [-0.215, -1.334, 0.166], [0.139, -2.074, 1.531], [-0.956, -3.088, 2.079], [0.241, -0.461, 3.052], [1.092, -1.226, -2.188], [2.240, -0.277, -1.640], [3.046, -0.723, -0.359], [1.481, 1.804, -1.520], [3.111, -5.138, 0.297], [4.123, -3.856, -0.516], [3.007, -3.313, 0.814], [-1.577, -1.381, -2.261], [-0.782, -2.855, -2.974], [-1.653, -4.151, -0.571], [-2.547, -4.069, -2.146], [-3.173, -2.412, 0.473], [-4.158, -3.633, -0.449], [-5.250, -1.851, -1.450], [-3.731, -1.465, -2.444], [-2.198, 1.212, -0.073], [0.261, -0.293, 0.238], [-1.342, -1.128, 0.174], [1.160, -2.556, 1.576], [-1.059, -4.053, 1.495], [-0.610, -3.397, 3.130], [-1.942, -2.539, 2.248], [0.325, -0.527, -2.682], [1.519, -1.809, -3.078], [3.016, -0.199, -2.482], [3.601, 0.200, 0.036], [3.866, -1.457, -0.676], [2.449, -1.125, 0.510], [0.982, 4.953, 3.808], [1.306, 4.623, 2.440], [1.894, 3.356, 2.073], [-0.140, 4.902, 1.432], [-0.032, 6.363, 1.014], [1.437, 6.582, 0.644], [2.288, 5.952, 1.749], [-1.040, 4.684, 2.005], [-0.075, 4.240, 0.566], [-0.699, 6.592, 0.181], [-0.302, 7.013, 1.852], [1.649, 6.090, -0.310], [1.670, 7.642, 0.524], [3.220, 5.545, 1.357], [2.499, 6.664, 2.547]], "lowdin_charge": [0.00, -0.41, 0.08, -0.02, -0.38, -0.12, -0.16, -0.21, -0.19, 0.72, -0.35, -0.35, -0.22, -0.19, -0.69, -0.18, 0.80, -0.20, -0.68, -0.14, 0.78, 0.09, 0.09, 0.06, 0.10, 0.14, 0.10, 0.12, 0.07, 0.13, 0.12, 0.11, 0.09, 0.03, 0.09, 0.05, 0.07, 0.07, 0.07, 0.09, 0.13, 0.09, 0.08, 0.09, 0.05, -0.32, 0.65, -0.36, -0.23, -0.22, -0.22, -0.22, 0.11, 0.08, 0.12, 0.12, 0.12, 0.11, 0.10, 0.11], "largest_force_ev_per_a": 6.71, "total_energy_ha": -2585.26357, "e_lumo_ha": 0.003, "mol_weight_da": 666.38, "homo_energy_ha": -0.3401}



no.,frontier orbital gap (eV)
1,3.012
2,11.057
3,9.330